Below is a 11-piece molecular cluster, C5H34N2O10S overall in a non-equilibrium geometry, with properties calculated with ωB97M-V/def2-TZVPD.

## Properties
- highest occupied orbital energy (Eh) = -0.31419
- F_max (eV/Å) = 2.3
- SMILES = C[C@H](CS)NCCN.O.O.O.O.O.O.O.O.O.O
- ΔE to the lowest compared entry with this formula, charge and spin (kcal/mol) = 44.0

Each line ends with the Löwdin charge.
Positions of all 52 atoms, in Å:
H  3.84891  -0.47385  -2.98027  0.0104
O  2.52487  2.28524  -1.29519  -0.0777
H  0.17711  -2.62785  2.29235  0.0304
H  -2.14807  -0.85415  -1.77837  0.1018
C  -0.35962  1.48367  1.59021  -0.4485
H  2.24315  -0.82892  0.44483  0.0421
O  2.84078  -2.11248  -3.49022  -0.0706
N  -2.68835  1.20800  -1.36312  0.0200
O  2.37626  -1.77984  0.33082  -0.0722
O  -1.11802  -3.14348  0.11081  -0.0495
C  -1.72146  0.13612  -1.52993  -0.2578
H  -1.55315  2.81379  2.69530  0.0610
H  -0.04693  1.74286  -0.43567  0.0688
H  1.90328  -2.32546  -3.33967  0.0232
C  -1.60197  2.40134  1.67778  -0.0439
C  -0.86938  -0.18575  -0.27488  -0.2071
S  1.04849  2.55250  3.76829  0.7167
H  3.03680  0.79749  -3.17518  0.0467
H  -4.65122  0.08744  1.61507  0.0777
H  -4.44750  -1.01155  0.67934  0.0789
H  1.24918  -1.85343  3.09514  0.0734
H  0.81041  3.26017  1.54164  0.0768
H  -1.16479  0.34954  -2.44803  0.1072
H  2.28589  1.86110  -0.44892  0.0127
H  -2.84730  -1.52671  2.36541  -0.0098
H  -2.24804  2.10204  -1.53507  0.0499
O  0.13214  3.19494  -2.21118  -0.0659
H  0.36218  2.67794  -2.98595  0.0390
H  -1.46105  3.16368  0.90814  0.0873
H  1.82640  1.74752  1.70124  0.0517
O  3.90010  0.48488  -2.84987  -0.0716
O  1.11967  -2.62812  2.52604  -0.0305
H  -0.39094  0.53479  2.13592  0.1273
H  1.03511  -3.72881  -1.56344  0.0809
H  -0.14106  -0.95756  -0.51756  0.0620
N  -0.11757  0.96789  0.21259  -0.0417
O  -3.97660  -0.58290  1.41061  -0.0490
H  -1.70848  -2.34003  1.60948  -0.0266
H  3.31627  1.80006  -1.58069  0.0096
H  -0.66078  -2.75284  -0.65511  0.0106
O  -2.10677  -2.15085  2.48805  -0.1009
H  -1.60332  -3.91755  -0.16662  0.0678
H  3.24323  -2.50293  -2.70643  0.0400
H  1.83723  -2.19074  1.06796  0.0165
O  0.92954  -2.78274  -1.74574  -0.0901
H  1.56584  1.39201  4.17399  -0.1652
H  1.33435  -2.30905  -0.97732  0.0118
H  -1.54693  -0.53779  0.49466  0.0806
H  0.78772  3.86821  -2.00419  0.0394
H  -2.43977  1.72284  1.56688  0.0491
H  -3.02829  1.20776  -0.41116  0.0290
C  0.91248  2.26152  1.96725  -0.5214

Below is a 12-piece molecular cluster, C5H34NO11 overall in a non-equilibrium geometry, with properties calculated with ωB97M-V/def2-TZVPD.

## Properties
- multiplicity = 2
- highest occupied orbital energy (spin up / spin down) (Eh) = -0.09344 / -0.38876
- F_max (eV/Å) = 9.9
- expectation value of S² = 0.751
- ΔE to the lowest compared entry with this formula, charge and spin (kcal/mol) = 66.9

Each line ends with the Löwdin spin population.
Positions of all 51 atoms, in Å:
O  -0.98256  3.39788  -2.22612  0.0368
C  0.07092  2.09043  -0.27092  0.0374
O  -1.37425  -0.82445  0.96535  0.0844
H  3.12126  -1.44692  1.33080  0.0006
O  1.67138  2.39877  2.51954  0.0098
O  0.17834  -3.26926  0.19907  0.0237
H  -0.10649  1.55343  3.14169  0.0071
H  -2.95643  0.38147  -1.36719  0.0644
H  -1.99805  -2.50966  -1.29746  0.0104
H  2.67355  -0.91125  2.65598  0.0025
O  -3.90830  -1.48188  2.94798  0.0702
H  1.29928  -1.36551  -1.20794  0.0037
H  3.21897  2.38136  -1.62546  0.0007
C  2.45026  1.90683  -1.06423  0.0035
H  1.14208  3.53534  -1.28272  0.0027
H  -0.96834  0.22700  3.48861  0.0099
C  1.67437  0.78294  -1.68491  0.0072
O  -3.61348  -2.72335  -0.26334  0.0652
O  -1.27723  -2.55092  -1.81722  0.0285
H  2.14656  -2.97646  0.40095  0.0015
H  -4.67807  -1.23544  2.29946  0.0403
H  -1.56383  -2.79668  -2.63490  0.0081
H  1.77360  2.60332  3.47042  0.0026
H  1.67287  0.85715  -2.80100  0.0022
O  2.74665  -0.59994  1.87571  0.0089
H  -0.39114  0.32905  -1.29001  0.0143
H  -0.61217  -0.52516  1.57960  0.0115
H  0.18606  1.32188  0.58065  0.0058
H  -0.19516  1.65969  -2.12883  0.0098
H  -3.77676  0.44243  -2.48834  0.0288
H  2.95433  1.41329  -0.08553  0.0006
H  2.08825  1.65564  2.27269  0.0018
H  -1.80889  3.20823  -1.69252  0.0225
C  2.14699  -0.61635  -1.29648  0.0075
H  -0.84617  2.65644  -0.16123  0.0318
H  0.10435  -3.04035  -0.74406  0.0040
H  -3.80927  -3.60763  -0.31859  0.0161
H  2.91782  -0.89146  -2.00509  0.0005
H  -3.40945  -2.41223  0.55602  0.0241
C  1.43084  2.87571  -0.54196  0.0088
O  -2.88352  0.79295  -2.27928  0.1118
H  3.55542  -3.38606  0.15290  0.0006
N  0.18128  1.08331  -1.43446  0.0137
H  -3.47854  -2.19053  2.42144  0.0243
H  -0.69996  -3.04281  0.53209  0.0140
H  -0.91126  4.38288  -1.94117  0.0081
H  2.47967  -0.69190  -0.24103  0.0008
O  -0.35787  0.61737  2.82159  0.0421
H  1.78312  3.40688  0.36020  0.0010
O  3.07275  -2.62214  0.38675  0.0033
H  -2.13376  -0.24335  1.23248  0.0598

Below is a 13-piece molecular cluster, C5H34NO14 overall in a non-equilibrium geometry, with properties calculated with ωB97M-V/def2-TZVPD.

## Properties
- highest occupied orbital energy (Eh) = -0.20058
- F_max (eV/Å) = 5.8
- ΔE to the lowest compared entry with this formula, charge and spin (kcal/mol) = 155.2
- total charge = -1

Each line ends with the Löwdin charge.
Positions of all 54 atoms, in Å:
H  -1.76807  2.32951  -0.32997  -0.0304
H  2.01792  0.14062  1.11580  0.0572
O  -0.29422  -3.51778  3.32694  -0.1565
O  -0.72016  2.39041  -1.31562  -0.3377
H  -2.45746  -2.81766  0.71380  -0.0259
H  2.31054  0.32344  -2.85686  -0.0001
H  -1.00553  3.73771  0.86408  0.0579
H  -1.94820  -0.04662  3.05365  -0.0043
H  1.60541  1.51071  3.15497  0.0370
H  1.16069  -4.15799  -0.13602  0.0172
N  -0.50539  -0.39165  -0.23960  0.1057
H  1.91959  -2.58398  -2.53591  0.0576
C  -0.70462  1.31986  -2.13057  -0.3373
O  1.76177  -3.41192  1.92774  -0.0920
H  0.86461  2.25232  1.64244  0.0865
C  0.91816  1.44010  2.40132  -0.0288
H  -3.78385  1.36985  -0.97620  0.0545
O  3.99824  -0.89606  -0.66166  -0.0524
C  0.24587  0.25423  -1.31026  -0.1275
H  4.65145  -0.14860  -0.88489  0.0943
O  -2.00002  0.87941  3.22873  -0.0593
O  1.44907  -4.58412  -0.95207  -0.0272
O  -1.24460  4.62352  0.39176  -0.1608
H  2.31712  -4.38125  -1.18695  -0.0065
H  0.56956  3.69239  -2.07511  -0.0261
H  -1.38971  -0.66620  -0.48588  0.0906
H  -0.02927  1.39760  2.98447  0.0648
H  -2.17576  4.23900  0.00065  0.1178
H  -0.25409  4.72724  -1.38655  0.0481
H  1.87902  -2.37754  -3.93922  -0.0227
H  1.37194  -0.43646  2.52122  0.1217
H  -0.23597  1.63548  -3.01796  0.0785
O  -0.89352  -1.15459  1.81680  -0.0769
H  -1.84368  1.18320  2.33307  -0.0116
H  -4.73932  0.75260  0.09392  0.0515
H  0.98739  1.17368  -0.92543  0.1720
H  -0.79675  -2.51343  3.09593  0.1498
O  2.95275  1.06385  -3.02185  -0.0800
C  1.13382  0.08453  1.57773  -0.1156
H  1.47702  -2.54963  1.56285  0.0159
C  -0.11127  -0.49213  1.05525  -0.4235
O  -2.56665  2.00979  0.27138  -0.2027
H  3.64986  -1.26321  -1.41420  -0.0630
H  1.53546  -3.26255  2.86804  0.0316
H  -1.73142  0.84392  -2.26439  0.1128
O  -3.00644  -3.10357  0.01592  -0.0379
H  -0.72068  -4.04973  2.66796  0.0069
O  0.45645  4.65423  -2.15265  -0.1591
O  -4.30563  0.50569  -0.76735  -0.1549
H  0.78359  -0.40745  -2.01401  0.0699
H  -3.27784  -2.20428  -0.20869  0.0227
O  2.26517  -1.99098  -3.24647  0.0024
H  2.54736  1.86790  -2.66642  0.0321
H  -2.31972  1.00660  0.41634  0.0638

Below is a 14-piece molecular cluster, C5H34NO15 overall in a non-equilibrium geometry, with properties calculated with ωB97M-V/def2-TZVPD.

## Properties
- highest occupied orbital energy (Eh) = -0.21146
- F_max (eV/Å) = 5.6
- ΔE to the lowest compared entry with this formula, charge and spin (kcal/mol) = 84.7
- total charge = -1

Each line ends with the Löwdin charge.
Positions of all 55 atoms, in Å:
H  2.81590  -0.77010  1.91505  -0.0158
H  -1.15553  0.09924  -0.37254  0.0960
H  -1.60752  -0.58538  -2.32187  -0.0291
O  -2.26443  -1.03645  -2.79053  -0.0313
O  -2.79662  0.32990  0.78714  -0.0770
H  1.65424  -0.63095  -0.77114  0.0742
O  -2.24315  2.52221  -0.46598  -0.1474
H  1.11319  0.69715  1.09555  0.1037
H  2.79727  0.24602  -2.26967  -0.0873
H  4.27655  1.04930  -0.01880  0.0879
C  -0.08752  -0.19432  2.69315  -0.2364
H  0.50264  -2.48191  1.29366  0.1403
O  -2.65176  -3.20300  0.50201  -0.1085
C  0.68541  -1.47622  0.90396  -0.1320
O  4.59038  -1.71001  -0.20318  -0.1058
C  0.66097  -0.25318  1.43502  -0.1756
O  -2.71542  -1.28230  2.33794  -0.0043
H  0.36186  2.51644  1.25329  0.0774
H  3.62733  -1.61971  -0.39191  -0.0012
H  -2.80090  3.06275  -1.01589  0.0680
H  -0.65986  2.86156  0.00378  0.0086
O  3.43883  0.40057  -2.86610  -0.0177
O  3.83698  1.29124  0.87937  -0.1212
H  -1.06046  1.52140  -1.06621  -0.0123
H  -1.11073  2.71159  -2.34239  -0.0480
H  0.23929  2.34330  -3.06397  0.0372
H  -3.10570  -0.86011  -2.29257  0.0658
O  1.77630  1.74039  -1.47895  -0.1301
O  3.71484  -0.91210  2.19862  -0.0871
H  -1.46851  -2.18536  -2.04936  0.0619
H  0.56357  0.24859  3.58607  0.1497
H  -2.74578  -4.01811  1.13985  0.1202
O  0.25939  3.02286  0.37076  -0.1086
H  -1.74699  0.93560  3.69167  0.1635
H  1.36316  2.32235  -0.81387  -0.0022
H  -2.86037  -2.46274  1.09207  -0.0218
H  3.42333  1.32713  -3.09934  0.0315
H  -4.05681  -0.60053  0.07783  0.0156
C  -2.35174  -0.16601  1.87252  -0.6262
H  -1.31914  -3.22870  -0.87832  -0.0038
C  -1.36122  0.62081  2.61180  -0.1192
H  0.91293  -2.07826  -1.16779  0.0513
N  1.37428  -1.59089  -0.38585  0.0286
O  -0.52517  2.93848  -3.01818  -0.0205
H  -0.38898  -1.17332  2.92797  0.0842
H  3.28702  1.95818  0.35036  0.0521
O  -0.73689  -2.84074  -1.56634  -0.1671
O  -0.63683  0.63491  -1.08013  -0.1202
O  -4.44948  -1.13689  -0.65469  -0.0508
H  0.97866  1.12344  -1.59922  0.0359
H  -1.29029  1.62435  1.93597  0.1383
H  4.70096  -1.27772  0.65161  -0.0203
H  -4.12553  -1.96918  -0.47329  -0.0427
H  3.95309  -0.09755  2.71541  0.0707
H  -2.58504  1.69196  0.19562  0.1088